Molecular formula: C41H59Br3KN5OS5Se
Method: DFT, wB97M-V/def2-TZVPD

Output
* energy relative to the best compared isomer or geometry (same formula, charge and spin): 0.813 eV
* LUMO level: 3.64 eV
* net charge: -2
* max |F|: 2.19 eV Å⁻¹

Structure (XYZ):
```
116
C41H59Br3KN5OS5Se wB97M-V/def2-TZVPD
K 1.2285 0.4241 -1.4768
C 2.1859 8.1791 0.8804
C 2.1202 7.5055 -0.4994
C 0.9330 8.0962 -1.2634
C 3.3972 7.8327 -1.2885
C 1.9942 5.9944 -0.3216
C 0.8779 5.2704 -0.7212
C 0.8536 3.9073 -0.5299
Br -0.7232 2.9443 -1.0423
C 1.9046 3.1220 0.0275
O 1.7877 1.8550 0.0827
C 3.0240 3.8979 0.4881
C 3.0177 5.2715 0.2928
C 4.2475 3.3063 1.2117
C 5.5208 3.6275 0.4116
C 4.2166 1.7885 1.4204
C 4.3521 3.9475 2.6083
H 2.2828 9.2653 0.7803
H 3.0362 7.8086 1.4542
H 1.2778 7.9593 1.4445
H 1.0748 9.1726 -1.3895
H -0.0013 7.9383 -0.7221
H 0.8443 7.6445 -2.2529
H 3.4886 8.9126 -1.4425
H 3.3695 7.3424 -2.2630
H 4.2875 7.4862 -0.7631
H 0.0184 5.7421 -1.1772
H 3.8751 5.8322 0.6515
H 5.4710 3.1592 -0.5727
H 6.3993 3.2375 0.9331
H 5.6546 4.7020 0.2734
H 4.1669 1.2469 0.4789
H 3.3628 1.4912 2.0261
H 5.1306 1.4841 1.9412
H 4.4972 5.0282 2.5504
H 5.1967 3.5190 3.1554
H 3.4389 3.7571 3.1760
N -0.6852 1.1410 2.3610
C 0.5511 1.2484 3.1296
C 1.1757 -0.1216 3.4216
C 1.5911 -0.9045 2.1629
N 0.4685 -1.6394 1.5703
H -0.4817 0.6291 1.5091
H -0.9908 2.0622 2.0663
H 0.3124 1.7459 4.0774
H 1.3079 1.8617 2.6218
H 0.4687 -0.7269 4.0019
H 2.0646 0.0453 4.0365
H 2.4306 -1.5656 2.4149
H 1.9446 -0.1919 1.4234
H 0.2426 -2.4409 2.1480
H 0.7249 -2.0145 0.6620
Br 0.1590 -0.7279 -4.0190
C -5.1852 -3.4751 4.3064
C -5.4212 -2.1946 3.5069
C -4.1833 -1.3091 3.3743
C -3.0293 -1.9170 2.5794
N -3.3990 -2.3801 1.2464
C -3.7496 -1.5940 0.1870
Se -4.0283 0.1987 0.1772
N -3.9125 -2.4198 -0.8943
C -4.2359 -2.0091 -2.2452
C -5.6551 -2.4241 -2.6425
C -6.7523 -1.6080 -1.9578
C -6.8389 -0.1718 -2.4678
C -3.6290 -3.7217 -0.5297
C -3.6167 -4.8986 -1.2597
C -3.2947 -6.0674 -0.5859
C -2.9851 -6.0495 0.7717
C -2.9802 -4.8671 1.4969
C -3.3024 -3.6962 0.8286
H -6.1158 -4.0359 4.4151
H -4.8069 -3.2417 5.3043
H -4.4652 -4.1250 3.8083
H -6.2052 -1.6088 3.9953
H -5.7902 -2.4543 2.5096
H -3.7914 -1.0617 4.3657
H -4.4696 -0.3737 2.8990
H -2.6308 -2.7852 3.1043
H -2.2444 -1.1677 2.4927
H -3.5109 -2.4661 -2.9230
H -4.1159 -0.9283 -2.2971
H -5.7894 -3.4817 -2.3985
H -5.7533 -2.3183 -3.7270
H -6.5760 -1.5946 -0.8784
H -7.7112 -2.1064 -2.1299
H -5.9721 0.4074 -2.1507
H -7.7261 0.3191 -2.0644
H -6.8945 -0.1534 -3.5592
H -3.8272 -4.9069 -2.3206
H -3.2642 -7.0059 -1.1240
H -2.7343 -6.9756 1.2725
H -2.7211 -4.8759 2.5467
Br 1.8867 -5.0228 0.2105
C 0.8057 -4.5059 -1.2663
C 0.8854 -5.2137 -2.4484
C 0.0097 -4.8430 -3.4607
C -0.8701 -3.7992 -3.2484
C -0.8289 -3.1375 -2.0308
N -0.0153 -3.4998 -1.0423
H 1.6225 -5.9892 -2.5849
H 0.0361 -5.3609 -4.4113
H -1.5386 -3.4655 -4.0282
H -1.4567 -2.2821 -1.8186
C 3.6782 -2.8183 -4.5118
S 4.1621 -4.1468 -3.3685
C 5.3966 -3.3445 -2.4247
C 5.1496 -2.3518 -1.5181
S 3.6772 -1.6631 -1.1000
S 6.6548 -1.7661 -0.7350
C 7.7816 -2.8510 -1.4640
S 9.3963 -2.8895 -1.1039
S 7.0547 -3.8816 -2.6340
H 2.9924 -3.2550 -5.2355
H 4.5723 -2.4346 -4.9991
H 3.1676 -2.0327 -3.9588
```

Löwdin population analysis, charges in e, atoms 1 to 99: atom 1 (K): 0.357, atom 2 (C): -0.057, atom 3 (C): -0.565, atom 4 (C): -0.079, atom 5 (C): -0.057, atom 6 (C): -0.204, atom 7 (C): -0.106, atom 8 (C): -0.545, atom 9 (Br): 0.746, atom 10 (C): -0.440, atom 11 (O): -0.375, atom 12 (C): -0.082, atom 13 (C): -0.021, atom 14 (C): -0.526, atom 15 (C): -0.051, atom 16 (C): -0.054, atom 17 (C): -0.056, atom 18 (H): 0.074, atom 19 (H): 0.073, atom 20 (H): 0.086, atom 21 (H): 0.075, atom 22 (H): 0.080, atom 23 (H): 0.085, atom 24 (H): 0.074, atom 25 (H): 0.088, atom 26 (H): 0.071, atom 27 (H): 0.085, atom 28 (H): 0.092, atom 29 (H): 0.092, atom 30 (H): 0.079, atom 31 (H): 0.066, atom 32 (H): 0.070, atom 33 (H): 0.059, atom 34 (H): 0.085, atom 35 (H): 0.067, atom 36 (H): 0.077, atom 37 (H): 0.083, atom 38 (N): 0.018, atom 39 (C): -0.299, atom 40 (C): -0.195, atom 41 (C): -0.284, atom 42 (N): 0.020, atom 43 (H): 0.031, atom 44 (H): 0.048, atom 45 (H): 0.098, atom 46 (H): 0.082, atom 47 (H): 0.097, atom 48 (H): 0.098, atom 49 (H): 0.105, atom 50 (H): 0.069, atom 51 (H): 0.058, atom 52 (H): 0.012, atom 53 (Br): -0.332, atom 54 (C): -0.108, atom 55 (C): -0.256, atom 56 (C): -0.209, atom 57 (C): -0.146, atom 58 (N): -0.001, atom 59 (C): -0.692, atom 60 (Se): 0.696, atom 61 (N): -0.030, atom 62 (C): -0.157, atom 63 (C): -0.184, atom 64 (C): -0.267, atom 65 (C): -0.122, atom 66 (C): -0.168, atom 67 (C): -0.019, atom 68 (C): -0.090, atom 69 (C): -0.093, atom 70 (C): -0.014, atom 71 (C): -0.142, atom 72 (H): 0.066, atom 73 (H): 0.072, atom 74 (H): 0.044, atom 75 (H): 0.101, atom 76 (H): 0.102, atom 77 (H): 0.116, atom 78 (H): 0.049, atom 79 (H): 0.110, atom 80 (H): 0.097, atom 81 (H): 0.112, atom 82 (H): 0.082, atom 83 (H): 0.098, atom 84 (H): 0.114, atom 85 (H): 0.090, atom 86 (H): 0.098, atom 87 (H): 0.026, atom 88 (H): 0.066, atom 89 (H): 0.071, atom 90 (H): 0.111, atom 91 (H): 0.098, atom 92 (H): 0.098, atom 93 (H): 0.099, atom 94 (Br): 0.696, atom 95 (C): -0.754, atom 96 (C): -0.140, atom 97 (C): -0.068, atom 98 (C): -0.144, atom 99 (C): -0.220